[1]
Below is C12H36O16P4 as an isolated structure, with properties calculated with wB97M-V/def2-TZVPD.

Positions of all 68 atoms, in Å:
C (-6.7421, 5.3325, 64.6718)
O (-7.3817, 5.6080, 63.4509)
P (-7.3859, 7.1040, 62.8672)
O (-7.8720, 8.0189, 63.9681)
O (-6.0005, 7.4697, 62.4646)
C (-5.7487, 8.8099, 61.7743)
O (-8.2625, 7.4953, 61.5138)
C (-9.6189, 7.8295, 61.6467)
H (-5.6087, 5.4002, 64.6940)
H (-7.0662, 4.7500, 65.1863)
H (-7.0108, 5.9898, 65.4880)
H (-4.6899, 9.1823, 61.9124)
H (-6.5846, 9.4012, 62.2070)
H (-6.1841, 8.7105, 60.9353)
H (-9.9678, 8.2712, 60.7549)
H (-9.8284, 8.6424, 62.2630)
H (-10.2971, 6.8014, 61.8751)
C (-10.0191, 10.5102, 64.2533)
O (-9.6880, 9.9979, 65.4623)
P (-8.1749, 10.1959, 66.0073)
O (-8.2988, 11.3891, 66.9136)
O (-7.6636, 8.8812, 66.8729)
C (-8.3567, 8.3368, 68.0048)
O (-7.1769, 10.4912, 64.7537)
C (-5.9313, 11.0332, 65.1868)
H (-9.2872, 10.5799, 63.4647)
H (-10.1618, 11.6047, 64.5277)
H (-11.0530, 10.0147, 64.0241)
H (-7.9631, 7.3506, 68.0723)
H (-9.2557, 8.2468, 67.7123)
H (-8.5997, 8.9439, 68.7827)
H (-5.0463, 11.5064, 64.4591)
H (-5.4310, 10.1277, 65.8627)
H (-6.0846, 11.7033, 66.0893)
C (-7.8146, 12.5101, 61.8019)
O (-7.9640, 11.2564, 61.1727)
P (-8.2219, 11.1072, 59.5832)
O (-8.5529, 12.4478, 58.9861)
O (-6.7637, 10.6631, 59.0398)
C (-6.0506, 11.5228, 58.3469)
O (-9.0963, 9.9003, 58.9992)
C (-9.3644, 10.0429, 57.6270)
H (-6.9309, 13.1384, 61.5352)
H (-7.7249, 12.4697, 62.9031)
H (-8.7191, 13.0836, 61.6613)
H (-5.9881, 12.4047, 58.5482)
H (-6.1884, 11.4926, 57.2693)
H (-5.0364, 11.1890, 58.1694)
H (-10.0090, 9.0916, 57.0792)
H (-8.3547, 9.9539, 57.0057)
H (-9.9057, 11.0229, 57.5046)
C (-16.5769, 8.7673, 60.7247)
O (-16.7095, 7.5175, 61.2011)
P (-15.3769, 6.7619, 61.5231)
O (-14.4246, 6.6617, 60.4146)
O (-14.7273, 7.1043, 62.9346)
C (-13.2852, 7.1879, 62.9430)
O (-16.0810, 5.3029, 61.8308)
C (-16.6923, 5.0404, 63.0498)
H (-15.7904, 8.8370, 60.0491)
H (-16.4663, 9.3864, 61.5270)
H (-17.6799, 9.1067, 60.4314)
H (-13.0801, 7.0744, 63.9039)
H (-12.9627, 7.9203, 62.4801)
H (-12.8702, 6.2606, 62.4701)
H (-17.2075, 4.0688, 63.3314)
H (-17.5141, 5.6852, 63.2370)
H (-16.0647, 5.3677, 63.8981)

Here are the Löwdin charges for atoms 1 to 5, given in e: -0.08 -0.16 0.42 -0.26 -0.18

---

[2]
Below is a 6-piece molecular cluster, C12H36O6 overall, with properties calculated with wB97M-V/def2-TZVPD.

Structure (SMILES) = CCO.CCO.CCO.CCO.CCO.CCO

Positions of all 54 atoms, in Å:
C (-4.9130, -9.4547, -8.6873)
C (-5.6793, -8.2905, -8.1528)
O (-5.0146, -7.0969, -8.5854)
H (-3.8600, -9.3336, -8.4328)
H (-4.8286, -9.5639, -9.7686)
H (-5.2800, -10.3916, -8.2684)
H (-5.8604, -8.2896, -7.0780)
H (-6.6208, -8.3460, -8.6992)
H (-5.7205, -6.6326, -9.0411)
C (-11.0913, -3.9035, -5.2061)
C (-9.9517, -4.5018, -6.0191)
O (-10.4757, -5.2252, -7.1603)
H (-10.8772, -3.0788, -4.5263)
H (-11.5749, -4.6741, -4.6058)
H (-11.8386, -3.3904, -5.8113)
H (-9.5086, -5.2546, -5.3672)
H (-9.2306, -3.7631, -6.3688)
H (-10.8148, -4.5825, -7.7876)
C (-7.3863, -6.1095, -11.2575)
C (-8.2693, -6.3808, -10.0719)
O (-7.7572, -5.7682, -8.8916)
H (-7.0093, -5.0915, -11.3560)
H (-7.8835, -6.4924, -12.1488)
H (-6.5600, -6.8201, -11.2409)
H (-8.5670, -7.3818, -9.7601)
H (-9.2112, -5.8532, -10.2221)
H (-8.2994, -5.9824, -8.1289)
C (-6.3527, -7.0291, -14.6860)
C (-5.4732, -7.3989, -15.8244)
O (-5.9043, -8.6994, -16.2548)
H (-5.9722, -6.0854, -14.2951)
H (-6.3277, -7.7876, -13.9036)
H (-7.3262, -6.8676, -15.1489)
H (-4.4778, -7.6333, -15.4473)
H (-5.5800, -6.6082, -16.5669)
H (-6.7263, -8.8596, -15.7854)
C (-11.4858, -8.1028, -6.3278)
C (-11.1577, -8.9227, -7.5476)
O (-12.3909, -9.3298, -8.2103)
H (-12.0996, -7.2185, -6.4993)
H (-10.5715, -7.8062, -5.8138)
H (-12.1952, -8.6996, -5.7546)
H (-10.4712, -9.7527, -7.3807)
H (-10.6543, -8.2366, -8.2286)
H (-12.1858, -9.6576, -9.0890)
C (-10.2385, -10.0198, -12.7139)
C (-10.2684, -9.5373, -11.3150)
O (-10.1140, -10.4697, -10.2532)
H (-11.0875, -10.6644, -12.9413)
H (-9.2865, -10.4673, -12.9995)
H (-10.5103, -9.1110, -13.2509)
H (-11.1060, -8.8660, -11.1259)
H (-9.3695, -8.9210, -11.3270)
H (-9.3777, -11.0575, -10.4374)

Here are the Löwdin charges for atoms 1 to 5, given in e: -0.11 -0.32 -0.08 0.07 0.07

---

[3]
Below is C12H37BrClFO12S as an isolated structure, with properties calculated with wB97M-V/def2-TZVPD.

Positions of all 65 atoms, in Å:
O (-1.3992, 1.9363, 0.0323)
C (-0.6314, 1.0412, -0.1705)
O (0.7048, 1.0203, 0.1151)
C (1.3154, 0.6122, -1.0891)
F (2.4096, -0.0620, -0.8118)
S (1.6793, 2.0318, -2.1350)
C (0.1422, -0.3091, -1.7097)
Cl (-0.2646, 0.1241, -3.3658)
Br (0.6453, -2.2063, -1.7299)
O (-0.8946, -0.1572, -0.8215)
H (2.5292, 2.7126, -1.3502)
C (-0.2206, 5.0606, -1.9525)
O (0.8421, 5.8188, -1.3650)
H (0.1164, 4.7040, -2.9222)
H (-0.4650, 4.2024, -1.3222)
H (-1.1029, 5.6837, -2.0891)
H (0.5369, 6.1316, -0.5117)
C (1.3309, -1.0266, 3.2330)
O (2.2161, 0.0606, 2.9729)
H (1.4347, -1.2986, 4.2803)
H (0.2948, -0.7307, 3.0420)
H (1.5859, -1.8906, 2.6139)
H (2.1164, 0.2936, 2.0467)
C (-1.3844, 0.9609, -7.2666)
O (-1.0878, 0.9254, -5.8759)
H (-0.5415, 0.5254, -7.7967)
H (-2.2822, 0.3777, -7.4869)
H (-1.5247, 1.9891, -7.6100)
H (-1.8346, 1.3101, -5.4037)
C (2.2357, -5.9143, -0.8739)
O (1.1175, -5.0925, -1.2195)
H (2.8833, -5.3457, -0.2119)
H (1.8998, -6.8149, -0.3588)
H (2.7962, -6.1919, -1.7693)
H (0.5501, -5.6020, -1.8017)
C (0.5192, -1.1300, 7.1979)
O (0.9344, -2.4547, 6.8673)
H (-0.5251, -1.0268, 6.9153)
H (0.6200, -0.9523, 8.2702)
H (1.1156, -0.3970, 6.6469)
H (1.8559, -2.5423, 7.1184)
C (-4.3166, 0.2504, -3.1691)
O (-3.2893, 1.0138, -3.7933)
H (-5.2348, 0.4087, -3.7286)
H (-4.0713, -0.8147, -3.1835)
H (-4.4697, 0.5752, -2.1373)
H (-2.4736, 0.8732, -3.2982)
C (-1.6868, 2.4831, 7.9929)
O (-0.2933, 2.1866, 8.0018)
H (-2.0142, 2.5575, 9.0262)
H (-1.8819, 3.4339, 7.4903)
H (-2.2538, 1.6897, 7.4982)
H (-0.0055, 2.1223, 7.0886)
C (3.3990, -7.7294, 2.1985)
O (3.4353, -8.4503, 0.9665)
H (2.6796, -6.9214, 2.0973)
H (3.0890, -8.3880, 3.0134)
H (4.3824, -7.3078, 2.4212)
H (4.0759, -9.1565, 1.0706)
C (-1.5857, 5.7898, -5.1888)
O (-2.3991, 6.1714, -4.0821)
H (-0.6090, 6.2514, -5.0720)
H (-1.4650, 4.7029, -5.2152)
H (-2.0250, 6.1270, -6.1311)
H (-3.2555, 5.7544, -4.1976)

Here are the Löwdin charges for atoms 1 to 5, given in e: 0.21 -0.50 0.06 -0.87 0.04

---

In order of appearance, strongest force on any atom = 0.3571; 0.0512; 0.0421 Eh/bohr.
In order of appearance, relative energy (zero: lowest compared OMol25 entry of this formula, charge and spin) = 1288.7; 336.7; 31.9 kJ/mol.